No. 1
Formula: C6H9O2
Source: the OMol25 dataset
Level of theory: ωB97M-V/def2-TZVPD

Geometry (Å):
C -1.5253 -1.2065 -0.1149
C -0.9582 -1.5718 1.0909
C 0.4859 1.1229 -0.0598
C -0.5163 -0.7585 -1.1924
C 0.4804 -1.4794 1.3298
C 0.7442 2.5453 -0.2800
O -0.0132 0.6198 -1.1808
O 0.8474 0.5087 0.9367
H -2.5610 -1.1929 -0.1866
H -1.3327 -2.1967 1.8349
H 0.2856 -1.4546 -1.0353
H -0.9171 -1.0546 -2.1618
H 0.8094 -1.4815 2.3346
H 1.0886 -1.9080 0.6035
H 0.1944 3.2600 0.3159
H 0.2044 2.6511 -1.2337
H 1.8045 2.5874 -0.2190

Computed properties:
Frontier orbital gap = 9.0 eV
Total charge = +1
Energy above the lowest of the compared OMol25 structures with the same formula, charge and spin = 212.63 kJ/mol
Spin multiplicity = 1

Results of the Löwdin charge analysis, in e, for atoms 1 through 6:
1. C 0.059
2. C -0.050
3. C -0.454
4. C -0.075
5. C 0.231
6. C 0.075

No. 2
Formula: C28H40N4O6
Source: the OMol25 dataset
Level of theory: ωB97M-V/def2-TZVPD

Geometry (Å):
C 4.5380 2.2752 -0.3595
C 3.8720 2.0965 -1.5024
C 4.6484 1.0025 -2.5348
C 2.4797 1.2518 -1.0657
C 1.5900 1.0196 -2.1013
N 0.0427 0.8034 -1.6721
C -0.8638 0.4095 -2.3074
O -0.8124 -0.2323 -3.4721
C -2.0472 0.0939 -1.3692
N -3.1928 -0.3028 -2.1782
C -4.2453 -0.6270 -1.2515
N -3.9627 -0.0217 -0.0384
C -2.4728 0.2256 -0.1698
C -1.7966 0.6184 0.9236
O -0.7704 1.5681 0.7697
N -2.5063 0.6284 2.1752
C -1.9965 0.8812 3.3399
C -2.8857 0.4838 4.6876
C -4.0657 1.2393 4.5811
C -5.2034 0.7573 4.0141
C -6.4403 1.6584 3.6479
C -6.3532 2.7639 4.0799
C -5.3008 3.3898 4.8251
C -4.1584 2.6133 4.9378
C -0.4715 -0.0610 3.5859
O 0.2186 0.2467 4.5713
O -0.4947 -0.8237 2.6235
C 0.8805 -1.5101 2.5158
C 0.5609 -2.4480 1.2591
C 1.9979 -0.4917 2.3709
C 1.0050 -2.6920 3.8768
C 1.7590 -0.3779 -2.7554
O 1.6379 -1.5681 -2.1321
O 2.0270 -0.2941 -4.0872
C 2.3718 -1.6707 -5.0193
C 3.5697 -2.3318 -4.3746
C 2.6203 -1.0590 -6.3811
C 1.0802 -2.4101 -4.9640
H 4.8036 1.4994 0.2675
H 5.3027 2.9417 -0.6735
H 4.0072 3.0291 0.3190
H 3.4152 2.8983 -2.1549
H 4.9198 -0.0672 -2.0424
H 4.0193 0.9843 -3.5212
H 5.5143 1.6399 -2.8836
H 2.6230 0.2798 -0.7840
H 1.9788 1.9675 -0.5522
H 1.4567 1.6948 -3.1341
H -0.1219 0.8387 -0.4935
H -3.2476 -0.8057 -3.2418
H -5.2819 -0.9444 -1.5025
H -3.2081 0.1631 2.1878
H -1.5652 1.9577 3.3913
H -2.3014 0.5324 5.4331
H -3.1641 -0.6341 4.3897
H -5.1609 -0.1722 3.4342
H -7.3663 0.9549 3.2094
H -7.3040 3.3515 4.2744
H -5.2508 4.2537 5.3663
H -3.3924 3.0824 5.5345
H 0.6658 -1.7555 0.4609
H -0.2379 -3.0146 1.3451
H 1.2573 -3.1472 1.0149
H 2.8232 -1.4707 2.0407
H 1.7099 0.0853 1.6184
H 2.2072 -0.3035 3.1674
H 0.1749 -3.4864 3.7201
H 2.0143 -3.1804 3.5759
H 1.2369 -1.9969 4.7135
H 4.4060 -1.6800 -4.4147
H 3.7410 -3.2077 -5.0387
H 3.2163 -2.7649 -3.4696
H 1.4649 -0.8045 -6.5985
H 3.1802 -0.3853 -6.3609
H 2.6324 -1.8471 -6.9738
H 0.7736 -2.7770 -4.1321
H 0.2072 -1.7649 -4.8864
H 0.9910 -3.0488 -5.6548

Computed properties:
Frontier orbital gap = 8.1 eV
Energy above the lowest of the compared OMol25 structures with the same formula, charge and spin = 2530.43 kJ/mol
Spin multiplicity = 1
Structure (SMILES) = CC(C)C[C@H](NC(=O)c1[nH]cnc1C(=O)N[C@@H](Cc1ccccc1)C(=O)OC(C)(C)C)C(=O)OC(C)(C)C

Results of the Löwdin charge analysis, in e, for atoms 1 through 6:
1. C -0.162
2. C -0.361
3. C -0.043
4. C -0.143
5. C -0.175
6. N 0.154

No. 3
Formula: CHInO3
Source: the OMol25 dataset
Level of theory: ωB97M-V/def2-TZVPD

Geometry (Å):
In 3.8108 -2.2789 -1.9830
O -1.5309 0.7400 0.9674
C -0.4445 0.6120 0.2516
O 0.3493 1.5587 0.1117
O -0.2502 -0.5014 -0.2817
H -1.9345 -0.1304 0.9340

Computed properties:
Frontier orbital gap = 3.6 eV
Total charge = +2
Energy above the lowest of the compared OMol25 structures with the same formula, charge and spin = 11.36 kJ/mol
Spin multiplicity = 1

In the Löwdin picture, each atom carries the following charge in e:
1. In 0.999
2. O 0.367
3. C -0.583
4. O 0.537
5. O 0.489
6. H 0.191

No. 4
Formula: C5H6I6
Source: the OMol25 dataset
Level of theory: ωB97M-V/def2-TZVPD

Geometry (Å):
C 0.0776 0.1065 -1.4134
C -0.2017 -0.5916 1.1959
C -0.6620 -0.5496 -0.1846
C -1.8367 -1.0513 -0.4453
C -4.3436 1.1902 -0.1324
I -2.9487 -1.3455 -2.2450
I -3.0181 -1.7576 1.1924
I -2.4735 -4.3107 0.2064
I -4.9240 3.2847 -0.5232
I -3.8262 0.9094 2.1263
I -5.9938 -0.0812 -0.4576
H -0.4327 0.1814 -2.3272
H 1.0142 -0.4503 -1.6182
H 0.4140 1.0524 -1.1053
H -0.7850 0.0076 1.9083
H 0.7864 -0.1284 1.1631
H -0.1629 -1.7184 1.5211

Computed properties:
Frontier orbital gap (alpha / beta) = 5.3 / 5.3 eV
Spin multiplicity = 1

Results of the Löwdin charge analysis, in e, for atoms 1 through 6:
1. C -0.031
2. C -0.152
3. C -0.479
4. C -1.082
5. C -1.701
6. I 0.807

No. 5
Formula: C3H5N3O
Source: the OMol25 dataset
Level of theory: ωB97M-V/def2-TZVPD

Geometry (Å):
C 0.5324 -1.7145 0.1668
C -0.3749 -0.5816 -0.0618
N 0.9955 1.4062 -0.0202
N -0.1277 0.6757 -0.4320
N -1.6810 -0.4736 -0.0237
C -1.5460 0.8841 -0.1211
O -2.1968 1.8431 0.1781
H 1.4679 1.7464 -0.8555
H 0.6745 2.2342 0.4880
H 0.3476 -2.1362 1.1581
H 0.3349 -2.4884 -0.5785
H 1.5736 -1.3953 0.1018

Computed properties:
Frontier orbital gap = 9.8 eV
Energy above the lowest of the compared OMol25 structures with the same formula, charge and spin = 272.76 kJ/mol
Spin multiplicity = 1

Results of the Löwdin charge analysis, in e, for atoms 1 through 6:
1. C 0.021
2. C -0.341
3. N 0.081
4. N -0.070
5. N 0.172
6. C -0.460

No. 6
Formula: C25H43Cl2F3N3O6SiV
Source: the OMol25 dataset
Level of theory: ωB97M-V/def2-TZVPD

Geometry (Å):
C 0.9567 3.0168 3.2910
C -0.2379 3.7432 2.7855
H 1.8605 3.5960 3.0733
H 1.0431 2.0307 2.8290
H 0.9168 2.8753 4.3795
C -0.4116 5.0538 3.0398
C 0.5517 5.9212 3.7778
H -1.3169 5.5676 2.7313
H 1.5761 5.8401 3.3889
H 0.5921 5.7259 4.8609
H 0.2625 6.9732 3.6641
V 0.9022 -1.6731 0.4296
Cl -1.0842 -0.9717 1.4831
C -1.4598 -2.7292 -0.7584
O -0.3392 -2.2571 -1.1427
N -2.5346 -2.7735 -1.5439
C -2.4011 -2.2353 -2.8892
C -3.8769 -2.9799 -1.0065
H -1.5721 -3.1086 0.2580
H -1.5932 -2.7652 -3.4076
H -2.1675 -1.1601 -2.8643
H -3.3470 -2.3895 -3.4111
H -3.8385 -3.7070 -0.1858
H -4.5250 -3.3482 -1.8095
H -4.3174 -2.0435 -0.6245
H 1.2200 -5.5390 -3.4957
H 2.3802 -7.3249 -2.1045
C 2.0357 -4.8591 -3.2270
C 3.1334 -6.5835 -1.8000
N 2.5982 -5.2370 -1.9433
H 1.6543 -3.8387 -3.1516
C 2.6736 -4.3411 -0.9452
O 2.1203 -3.2222 -0.9749
H 3.4007 -6.7474 -0.7493
H 3.2732 -4.6585 -0.0729
H 2.7994 -4.9219 -4.0126
H 4.0282 -6.7188 -2.4266
H 6.0341 -0.5611 -0.4137
H 3.5235 1.3340 0.7161
C 5.6117 0.0656 -1.2110
C 3.8036 1.5540 -0.3241
N 4.1936 0.3115 -0.9900
H 5.7586 -0.4350 -2.1741
C 3.3141 -0.6685 -1.2187
O 2.1227 -0.6509 -0.8143
H 2.9462 2.0108 -0.8355
H 3.6959 -1.5214 -1.8116
H 6.1337 1.0228 -1.2148
H 4.6664 2.2243 -0.3632
O -0.5686 2.2659 0.8913
C -1.2358 2.8970 1.9944
C -2.5144 4.7821 0.8165
C -2.5099 3.6320 1.6061
H -1.5642 5.2642 0.5775
C -3.7254 5.2967 0.3267
H -1.5131 2.0852 2.6896
C -3.7277 3.1068 2.0620
H -3.7146 6.1554 -0.3420
C -4.9353 4.7040 0.7024
C -4.9356 3.6436 1.6072
H -3.6881 2.2739 2.7657
H -5.8754 5.0823 0.2928
H -5.8766 3.2137 1.9658
Si -1.1421 2.0135 -0.6881
Cl 1.9017 -0.1099 1.9196
C -1.2268 3.6160 -1.6808
C -2.8220 1.1993 -0.5868
C -0.0316 1.0048 -1.7747
H -2.1990 4.1122 -1.5774
H -1.1068 3.3832 -2.7501
H -0.4398 4.3291 -1.3982
H 0.8107 1.6030 -2.1529
H -0.5406 0.5295 -2.6280
H 0.3519 0.2147 -1.1248
H -3.6123 1.9144 -0.3234
H -2.7919 0.4202 0.1868
H -3.1039 0.7272 -1.5384
F 1.4916 -6.6865 2.3061
C 0.6413 -5.7619 1.8127
F 0.5311 -5.9932 0.4679
F -0.5960 -5.9983 2.3558
C 1.0893 -4.2826 2.0990
O 1.8492 -4.1216 3.0300
O 0.5712 -3.4122 1.2999

Computed properties:
Frontier orbital gap (alpha / beta) = 8.1 / 8.4 eV
Energy above the lowest of the compared OMol25 structures with the same formula, charge and spin = 145.21 kJ/mol
Spin multiplicity = 3

Results of the Löwdin charge analysis, in e, for atoms 1 through 6:
1. C -0.058
2. C -0.223
3. H 0.080
4. H -0.012
5. H 0.097
6. C -0.117

Short version: electronic energy = -384.1225, -1760.6126, -453.6363, -1980.0871, -356.7535, -4047.7912 hartree, in the order given.
Short version: M = 113.136, 528.650, 175.834, 827.527, 99.093, 688.564 Da, in the order given.